# 1
Entry from the Open Molecules 2025 dataset: a structure of composition C49H43AlN8OP (ωB97M-V with the def2-TZVPD basis set).

Calculated values
**2S+1**: 1
**LUMO**: -0.28082 Ha
**E_HOMO**: -15.29 eV
**Net charge**: +3
**F_max**: 0.98 eV/Å

The geometry in XYZ format:
```
103
Properties=species:S:1:pos:R:3:forces:R:3:mulliken_charge:R:1
Al -0.407703 -0.298584 -0.357236 -0.061 0.628 0.753 -2.55
C 0.939865 0.923120 4.651710 -0.069 0.043 -0.020 -0.98
N 0.223582 0.236978 3.567102 0.114 0.030 0.190 0.41
C 0.391346 0.446842 2.252599 0.100 0.014 0.149 -0.44
N -0.377088 -0.399051 1.570924 -0.273 -0.247 -0.261 0.84
C -1.043218 -1.200908 2.475211 0.012 0.047 0.049 -0.28
C -0.681687 -0.793629 3.741525 -0.037 -0.035 -0.032 0.92
C -1.078779 -1.318512 5.059276 0.000 -0.030 -0.018 -0.02
C -0.951278 -2.683653 5.319575 0.069 0.032 -0.047 -0.18
C -1.355019 -3.196817 6.541407 -0.016 -0.005 0.026 -0.82
C -1.892886 -2.353993 7.506769 0.008 -0.029 -0.007 -0.46
C -2.016543 -0.994551 7.254383 0.013 0.047 -0.003 -0.79
C -1.609191 -0.474773 6.034587 -0.056 0.020 -0.022 -0.31
C -1.873319 -2.334547 2.026413 0.052 -0.055 -0.088 0.89
C -3.090594 -2.651888 2.626274 -0.014 0.110 0.009 -0.44
C -3.832302 -3.730739 2.165344 -0.036 -0.038 0.019 -0.79
C -3.373876 -4.501052 1.102019 -0.015 -0.040 0.053 -0.52
C -2.154912 -4.200294 0.503423 0.037 -0.056 0.012 -1.03
C -1.408539 -3.129532 0.973874 0.088 0.009 0.166 -0.34
P 1.606727 1.536867 1.432280 -0.007 -0.080 -0.027 -0.45
C 2.241135 0.238709 0.294989 0.118 0.082 0.002 -0.52
N 1.482373 -0.583529 -0.441273 -0.485 -0.412 -0.445 0.13
C 2.305750 -1.418744 -1.165277 0.021 -0.141 -0.003 0.64
C 3.607315 -1.074243 -0.864623 0.000 0.097 -0.002 0.35
N 3.527607 -0.039208 0.056003 0.178 0.026 -0.056 0.55
C 4.687527 0.658755 0.631417 -0.004 -0.083 0.000 -0.93
C 4.903119 -1.527821 -1.403303 0.022 0.045 -0.009 -0.61
C 5.862661 -2.105483 -0.574611 -0.058 -0.089 0.077 -0.07
C 7.090166 -2.486405 -1.095162 0.036 -0.011 0.003 -0.85
C 7.367811 -2.284590 -2.440578 -0.050 0.020 -0.010 -0.41
C 6.412553 -1.709196 -3.270847 0.053 -0.034 -0.017 -0.87
C 5.183237 -1.331910 -2.756463 -0.082 0.061 0.007 0.15
C 1.750721 -2.475884 -2.039176 -0.067 0.043 -0.021 1.13
C 0.390444 -2.502534 -2.360013 0.347 0.098 0.187 0.31
C -0.160385 -3.453096 -3.199103 -0.045 -0.006 0.053 -0.94
C 0.665101 -4.420865 -3.750782 -0.003 -0.076 -0.078 -0.69
C 2.011678 -4.440969 -3.421873 0.069 0.001 0.034 -0.96
C 2.550868 -3.487617 -2.568684 0.008 -0.011 0.050 -0.80
C 0.449573 2.281751 0.225342 0.071 0.212 -0.043 -0.36
N -0.276512 1.600687 -0.668548 -0.096 -0.378 -0.071 0.80
C -0.935205 2.511616 -1.480655 -0.025 0.051 0.003 0.01
C -0.640947 3.773092 -0.999642 0.090 -0.010 0.072 0.39
N 0.247967 3.591681 0.046043 -0.038 0.145 0.141 0.43
C 0.857345 4.684979 0.819458 -0.015 -0.028 -0.072 -0.94
C -1.101650 5.124033 -1.371703 0.025 -0.028 -0.146 -0.40
C -2.418151 5.503117 -1.112647 -0.006 0.007 0.061 0.00
C -2.862170 6.764288 -1.476584 -0.006 0.051 -0.028 -0.74
C -1.994459 7.653580 -2.100991 -0.028 -0.043 0.027 -0.48
C -0.676475 7.288523 -2.338603 0.026 0.013 0.002 -0.80
C -0.228021 6.027694 -1.972005 0.055 -0.010 -0.080 -0.28
C -1.653128 2.078534 -2.698758 0.022 -0.001 -0.062 0.95
C -1.393969 0.817207 -3.242255 0.044 0.114 0.089 -0.11
C -2.028241 0.371354 -4.388029 0.034 -0.078 0.004 -0.79
C -2.931633 1.198457 -5.039038 -0.047 0.023 -0.068 -0.66
C -3.161513 2.475368 -4.548755 -0.003 0.045 0.027 -0.94
C -2.527971 2.916176 -3.395363 -0.076 -0.007 0.169 -0.54
H 1.923347 1.226183 4.306411 0.038 -0.022 -0.064 0.42
H 0.389866 1.800479 4.983780 -0.059 -0.009 -0.031 0.34
H 1.045465 0.238998 5.486795 0.006 -0.070 0.005 0.40
H -0.521174 -3.337455 4.569531 -0.029 -0.002 0.015 0.51
H -1.244583 -4.254458 6.743949 -0.012 0.037 -0.008 0.45
H -2.215718 -2.757322 8.458427 0.030 0.016 -0.038 0.44
H -2.433173 -0.337575 8.007125 0.009 -0.026 -0.029 0.43
H -1.729680 0.584846 5.835288 -0.006 -0.034 0.012 0.45
H -3.456416 -2.057365 3.455326 0.018 -0.018 -0.015 0.59
H -4.770004 -3.979551 2.647065 0.035 0.011 -0.020 0.50
H -3.950310 -5.351639 0.759752 0.012 0.021 0.016 0.46
H -1.772660 -4.820910 -0.299201 0.013 0.024 0.052 0.52
H -0.412670 -2.957372 0.570203 0.001 0.005 -0.072 0.66
H 5.466181 0.722606 -0.121731 -0.012 -0.003 -0.072 0.34
H 4.398874 1.658837 0.939028 -0.064 0.019 -0.018 0.43
H 5.075346 0.113272 1.488372 -0.041 -0.051 0.000 0.35
H 5.644895 -2.284822 0.473608 0.008 0.024 -0.049 0.48
H 7.829628 -2.944202 -0.450752 -0.024 0.020 -0.020 0.43
H 8.329084 -2.575130 -2.843364 -0.020 -0.005 0.005 0.44
H 6.628014 -1.552441 -4.320163 -0.004 -0.002 0.042 0.45
H 4.438449 -0.878145 -3.401933 0.035 -0.024 0.025 0.46
H -0.287948 -1.752913 -1.962563 -0.260 0.170 -0.065 0.26
H -1.219078 -3.443263 -3.427698 0.036 0.051 0.006 0.61
H 0.256787 -5.155815 -4.432563 0.024 -0.001 0.048 0.46
H 2.655076 -5.209123 -3.831483 -0.019 0.024 0.022 0.47
H 3.595564 -3.544245 -2.303953 0.064 0.027 -0.053 0.59
H 0.134028 5.487112 0.925717 -0.066 -0.014 -0.014 0.37
H 1.143954 4.325902 1.802046 -0.008 -0.070 0.036 0.40
H 1.734212 5.069604 0.304530 0.003 -0.021 -0.053 0.36
H -3.094266 4.812206 -0.620693 0.008 0.005 -0.029 0.44
H -3.885335 7.055495 -1.275945 0.034 -0.010 -0.008 0.45
H -2.347887 8.631119 -2.402849 0.020 -0.019 0.038 0.43
H 0.002440 7.984572 -2.814851 -0.031 -0.038 0.008 0.43
H 0.798070 5.739976 -2.177673 -0.058 0.006 -0.011 0.50
H -0.615367 0.192866 -2.821025 0.149 -0.091 0.030 0.71
H -1.790529 -0.605453 -4.793551 -0.007 0.058 0.027 0.54
H -3.427432 0.860874 -5.940712 0.026 0.027 0.041 0.45
H -3.833509 3.146026 -5.069161 0.016 -0.042 0.010 0.47
H -2.718900 3.918782 -3.043662 -0.026 0.008 0.028 0.39
N -3.944272 0.545719 -0.304604 0.149 -0.077 0.027 -0.27
C -3.354010 -0.629330 -0.507706 -0.294 0.022 -0.057 0.60
N -4.052246 -1.744316 -0.598995 -0.088 0.207 -0.068 -0.24
O -2.083669 -0.684821 -0.626736 0.390 -0.111 -0.365 0.54
H -4.943202 0.645368 -0.228000 -0.019 -0.039 -0.022 0.27
H -3.382509 1.379744 -0.332674 -0.012 0.044 -0.073 0.02
H -5.053533 -1.753563 -0.499139 -0.044 -0.001 -0.003 0.23
H -3.568257 -2.628125 -0.638917 0.086 -0.080 0.065 0.13
```
Forces are in eV/Å.

***

# 2
Entry from the Open Molecules 2025 dataset: a structure of composition C27H28N3S4Ti in a non-equilibrium geometry (ωB97M-V with the def2-TZVPD basis set).

Calculated values
**2S+1**: 3
**LUMO (spin up / spin down)**: 0.10108 / 0.10002 Ha
**E_HOMO (spin up / spin down)**: -2.86 / -4.44 eV
**Net charge**: -1
**F_max**: 1.35 eV/Å
**Relative energy (zero: lowest compared OMol25 entry of this formula, charge and spin)**: 0.0 kJ/mol

The geometry in XYZ format:
```
63
Properties=species:S:1:pos:R:3:forces:R:3:mulliken_charge:R:1
Ti -0.283079 -0.252070 -0.233626 -1.116 0.549 -0.513 -0.03
C 2.719956 -1.018320 -0.825524 -0.058 0.082 0.088 -1.28
N 1.998215 -0.072160 0.066696 0.500 -0.031 0.294 1.09
C 2.316384 1.317493 -0.353324 -0.058 -0.087 0.029 -1.10
C 1.364931 2.280098 0.312077 -0.078 -0.071 -0.011 -1.16
N -0.013138 2.093576 -0.206396 0.138 0.528 -0.110 1.29
C -0.944550 2.765095 0.729681 0.024 -0.092 -0.096 -1.45
C -0.114557 2.685467 -1.549971 0.042 0.046 0.190 -0.47
C -0.184585 4.072229 -1.680727 -0.008 -0.045 0.030 -0.66
C -0.283244 4.682362 -2.918133 0.004 -0.031 -0.021 -0.89
C -0.310705 3.884601 -4.056549 0.004 -0.070 0.005 -0.52
C -0.219315 2.510829 -3.935828 0.016 -0.015 0.051 -0.89
C -0.102975 1.871863 -2.687315 0.049 -0.017 -0.142 1.17
S 0.062139 0.125640 -2.637289 -0.022 0.172 -0.091 -0.51
C 2.447119 -0.273804 1.459275 0.046 0.039 -0.176 -0.37
C 3.814593 -0.312233 1.727915 -0.035 -0.001 -0.015 -0.46
C 4.297147 -0.494412 3.010251 -0.021 -0.009 0.041 -0.91
C 3.386331 -0.638223 4.053196 -0.040 0.007 -0.015 -0.50
C 2.031214 -0.582167 3.797381 -0.019 0.006 -0.042 -0.83
C 1.518171 -0.387764 2.499295 -0.022 0.001 0.080 0.97
S -0.205715 -0.262760 2.261231 0.112 0.005 0.267 -0.57
H 3.778925 -0.756603 -0.892145 0.049 0.005 -0.015 0.44
H 2.282658 -0.970239 -1.817376 -0.046 0.030 -0.028 0.27
H 2.610243 -2.023914 -0.433083 -0.022 -0.027 0.018 0.36
H 2.210767 1.370258 -1.436440 -0.006 -0.019 -0.045 0.67
H 3.350252 1.564316 -0.093097 0.050 0.003 0.020 0.43
H 1.696282 3.311503 0.153025 -0.006 0.073 -0.012 0.42
H 1.339331 2.091132 1.386460 -0.008 -0.019 0.032 0.68
H -0.590100 3.765236 0.995491 0.003 0.051 0.018 0.42
H -1.013282 2.166584 1.634236 0.015 -0.033 0.030 0.25
H -1.924123 2.846259 0.265758 -0.012 -0.024 -0.014 0.43
H -0.167016 4.693773 -0.794962 -0.004 -0.007 0.014 0.26
H -0.343285 5.761393 -2.989825 -0.008 -0.018 -0.005 0.38
H -0.403931 4.336591 -5.037519 0.005 -0.025 0.007 0.36
H -0.239055 1.878019 -4.814784 0.011 0.033 -0.009 0.42
H 4.522923 -0.199102 0.917451 -0.001 -0.005 -0.006 0.24
H 5.364313 -0.529633 3.191288 -0.018 0.000 0.003 0.38
H 3.738586 -0.791179 5.067070 -0.019 0.001 -0.010 0.36
H 1.313973 -0.684966 4.602934 0.034 0.001 0.000 0.41
S -2.712966 0.218090 -0.198609 0.303 -0.085 -0.006 -0.50
C -2.678786 -1.269841 -1.054973 -0.308 0.019 0.007 0.36
N -3.034995 -2.470827 -0.446408 0.041 0.054 0.138 -0.35
C -2.944203 -3.602050 -1.350104 -0.033 -0.057 -0.038 -0.26
C -3.575311 -3.120224 -2.650045 0.089 0.083 -0.028 -0.66
S -3.050459 -1.382728 -2.787001 0.132 -0.005 0.100 -0.15
H -2.579708 -2.594500 0.449644 0.048 -0.018 -0.016 0.36
H -3.490169 -4.446998 -0.928012 0.000 -0.040 -0.017 0.43
H -1.906201 -3.902576 -1.525622 0.000 0.077 0.018 -0.05
H -4.662740 -3.185623 -2.627484 -0.016 0.020 0.044 0.32
H -3.193088 -3.670494 -3.507977 -0.051 -0.037 -0.003 0.38
C -0.009279 -2.303731 -0.195400 0.238 -1.127 -0.028 -0.21
C 0.123542 -3.517160 -0.087975 0.135 0.010 0.007 0.12
C 0.268288 -4.939008 0.021906 -0.054 0.047 -0.085 0.22
C 0.521233 -5.726213 -1.110507 0.007 -0.040 0.021 -0.19
C 0.635205 -7.105327 -1.011230 -0.007 0.062 0.034 -0.59
C 0.500388 -7.735345 0.220423 -0.008 0.042 -0.046 -0.41
C 0.251503 -6.967432 1.350642 0.003 0.061 -0.010 -0.56
C 0.135846 -5.588130 1.254527 0.015 -0.062 0.078 -0.39
H 0.626270 -5.231769 -2.068021 -0.002 -0.010 -0.005 0.47
H 0.830200 -7.691732 -1.901145 0.000 0.002 -0.003 0.37
H 0.586236 -8.812409 0.297297 0.005 0.013 0.000 0.37
H 0.145873 -7.446930 2.316278 -0.002 0.007 0.009 0.37
H -0.054984 -4.989261 2.136149 -0.007 -0.001 -0.011 0.46
```
Forces are in eV/Å.

***

# 3
Entry from the Open Molecules 2025 dataset: a structure of composition C6H16Si in a non-equilibrium geometry (ωB97M-V with the def2-TZVPD basis set).

Calculated values
**2S+1**: 1
**LUMO**: 0.03443 Ha
**E_HOMO**: -8.51 eV
**F_max**: 4.49 eV/Å
**Relative energy (zero: lowest compared OMol25 entry of this formula, charge and spin)**: 269.1 kJ/mol

The geometry in XYZ format:
```
23
Properties=species:S:1:pos:R:3:forces:R:3:mulliken_charge:R:1
C -3.112545 0.679095 -0.347350 -1.715 2.452 0.956 -1.08
C -0.726008 -1.295308 0.920753 -0.607 0.323 0.114 -1.00
C 2.614418 -1.210646 -0.761174 0.688 -1.295 1.330 -0.95
C 2.012548 1.306223 0.957474 -1.815 0.719 4.045 -0.97
C -1.551708 0.792377 -0.542559 -1.055 1.487 0.655 -0.68
C -0.685159 -0.470924 -0.413536 1.602 0.464 -0.574 0.05
Si 1.535543 0.309024 -0.519974 -3.496 -0.948 -0.878 0.45
H -3.706255 1.696006 -0.044175 1.977 -1.438 -1.283 0.29
H -3.456044 0.237561 0.587357 0.301 -1.268 -0.286 0.29
H -3.687933 0.359176 -1.262755 0.802 -0.241 1.120 0.27
H -1.638935 -1.108757 1.628443 1.510 -0.374 -1.487 0.26
H -0.647204 -2.364653 0.645153 -0.343 0.437 0.402 0.28
H 0.188375 -1.083866 1.501735 -0.497 -0.037 0.121 0.24
H 3.574549 -0.877338 -0.296507 -0.514 -0.539 0.174 0.28
H 2.193091 -2.157794 -0.153171 0.993 2.239 -1.367 0.25
H 2.990435 -1.541746 -1.744703 -0.884 0.192 0.164 0.35
H 1.499920 0.907493 1.996215 1.029 0.614 -2.484 0.27
H 3.071746 1.257898 1.246593 -0.132 0.249 -0.450 0.39
H 1.628608 2.408886 0.968989 0.904 -1.961 -0.440 0.27
H -1.543434 1.129815 -1.556305 0.655 0.041 -0.982 0.37
H -1.163121 1.740048 -0.028283 -0.422 -1.544 0.000 0.26
H -0.952885 -1.126016 -1.337315 0.760 0.902 1.629 0.31
H 1.458530 1.405793 -1.522703 0.261 -0.475 -0.476 -0.20
```
Forces are in eV/Å.

***

Please write out number 3 again, unchanged.
Entry from the Open Molecules 2025 dataset: a structure of composition C6H16Si in a non-equilibrium geometry (ωB97M-V with the def2-TZVPD basis set).

Calculated values
**2S+1**: 1
**LUMO**: 0.03443 Ha
**E_HOMO**: -8.51 eV
**F_max**: 4.49 eV/Å
**Relative energy (zero: lowest compared OMol25 entry of this formula, charge and spin)**: 269.1 kJ/mol

The geometry in XYZ format:
```
23
Properties=species:S:1:pos:R:3:forces:R:3:mulliken_charge:R:1
C -3.112545 0.679095 -0.347350 -1.715 2.452 0.956 -1.08
C -0.726008 -1.295308 0.920753 -0.607 0.323 0.114 -1.00
C 2.614418 -1.210646 -0.761174 0.688 -1.295 1.330 -0.95
C 2.012548 1.306223 0.957474 -1.815 0.719 4.045 -0.97
C -1.551708 0.792377 -0.542559 -1.055 1.487 0.655 -0.68
C -0.685159 -0.470924 -0.413536 1.602 0.464 -0.574 0.05
Si 1.535543 0.309024 -0.519974 -3.496 -0.948 -0.878 0.45
H -3.706255 1.696006 -0.044175 1.977 -1.438 -1.283 0.29
H -3.456044 0.237561 0.587357 0.301 -1.268 -0.286 0.29
H -3.687933 0.359176 -1.262755 0.802 -0.241 1.120 0.27
H -1.638935 -1.108757 1.628443 1.510 -0.374 -1.487 0.26
H -0.647204 -2.364653 0.645153 -0.343 0.437 0.402 0.28
H 0.188375 -1.083866 1.501735 -0.497 -0.037 0.121 0.24
H 3.574549 -0.877338 -0.296507 -0.514 -0.539 0.174 0.28
H 2.193091 -2.157794 -0.153171 0.993 2.239 -1.367 0.25
H 2.990435 -1.541746 -1.744703 -0.884 0.192 0.164 0.35
H 1.499920 0.907493 1.996215 1.029 0.614 -2.484 0.27
H 3.071746 1.257898 1.246593 -0.132 0.249 -0.450 0.39
H 1.628608 2.408886 0.968989 0.904 -1.961 -0.440 0.27
H -1.543434 1.129815 -1.556305 0.655 0.041 -0.982 0.37
H -1.163121 1.740048 -0.028283 -0.422 -1.544 0.000 0.26
H -0.952885 -1.126016 -1.337315 0.760 0.902 1.629 0.31
H 1.458530 1.405793 -1.522703 0.261 -0.475 -0.476 -0.20
```
Forces are in eV/Å.

***

Q: F_max of number 1 (C49H43AlN8OP)?
A: 0.98 eV/Å

***

Q: Among the records above, which one has the highest F_max?
A: C6H16Si